This record from the Open Molecules 2025 dataset describes C26H48Br3O12V as an isolated structure at a distorted geometry. The level of theory is wB97M-V/def2-TZVPD.

Geometry as XYZ:
```
90
C26H48Br3O12V | the Open Molecules 2025 dataset | wB97M-V/def2-TZVPD
Br 3.9738 1.6384 2.8600
Br 3.8947 2.8907 -0.0158
Br 6.2139 0.7976 0.8169
V -2.1648 -1.9204 1.0730
O -3.1075 1.1223 -4.4917
O 5.9079 -2.1395 3.3895
O -0.5315 -0.9146 0.3599
O -2.0215 -3.2108 -0.5517
O 4.8118 -2.9961 1.6627
O 2.2122 -3.1170 -1.2902
O 1.7650 5.2382 4.8403
O -3.3625 -0.3748 -0.1785
O 7.0125 -3.0021 1.6679
O -4.4109 2.6217 -3.5125
O -2.4518 3.2656 -4.3175
O -2.7485 -0.5333 2.5456
C -1.3874 2.6129 -5.0195
C -4.5185 1.6804 -0.6383
C -1.0899 -5.3624 -0.8832
C 0.4839 -0.0002 0.2361
C 1.6174 4.9503 2.5447
C 5.0304 2.1954 1.3702
C 1.1732 5.5061 3.8846
C -1.5614 0.2867 -6.1359
C -4.1413 -0.2626 4.3935
C -0.0657 6.3366 3.9546
C -3.2350 1.6451 2.9921
C -1.6830 1.0967 -4.8502
C -1.5746 -3.7925 -2.7872
C -3.4489 2.3687 -4.0539
C -5.2711 -0.5712 -1.5878
C 6.0320 -2.7520 2.1762
C 3.0682 -2.4833 -1.8647
C 2.7445 -3.3781 2.6599
C 3.7551 -2.3030 2.4634
C -4.3371 0.1963 -0.7345
C 3.6238 -1.2110 -1.2665
C 4.5345 -2.0728 3.7669
C -1.5831 -4.0686 -1.3536
C 0.1173 1.4753 0.0249
C -3.3496 0.2188 3.2378
C 3.6515 -2.9766 -3.1783
H -2.4830 0.3909 -6.7011
H -0.3629 6.7198 2.9768
H -5.0322 1.9295 0.3085
H -1.0864 0.6565 -4.0427
H 1.1707 -0.3102 -0.5654
H 3.5038 -1.3985 1.9116
H -3.8365 0.3201 5.2804
H 2.5197 5.4846 2.2503
H -1.8520 -6.1079 -1.1367
H -5.1358 -1.6188 -1.3274
H 2.8619 -2.9048 -3.9270
H -2.1718 1.9009 2.9539
H -3.7013 2.2022 3.7891
H -5.2083 -0.0415 4.3215
H 1.9493 -2.9768 3.3117
H -2.4383 -3.2378 -3.1408
H 5.7145 2.9479 1.7109
H 2.2727 -3.6271 1.7085
H -6.2885 -0.2391 -1.3384
H 4.7112 -1.1975 -1.3319
H -1.3974 2.9439 -6.0539
H 1.1080 -0.0699 1.1642
H -0.4487 2.8808 -4.5412
H -0.9080 -5.3121 0.1860
H 0.8170 4.9744 1.8110
H -3.6617 1.9564 2.0392
H 3.2406 -4.2582 3.0361
H 3.3130 -0.3419 -1.8634
H 1.9094 3.9109 2.7195
H 3.2745 -1.1541 -0.2392
H 4.5271 -2.4437 -3.5192
H 4.2826 -2.8004 4.5466
H -0.1721 -5.6647 -1.3829
H 3.8614 -4.0390 -3.0526
H 0.0953 7.1530 4.6581
H 4.3661 -1.1120 4.2604
H -0.6907 -3.1640 -3.0080
H -3.5869 2.2279 -0.6687
H -5.1650 -0.4127 -2.6575
H -0.3119 1.9109 0.9258
H -0.6159 1.6066 -0.7745
H -0.9376 5.7974 4.3127
H 1.0463 1.9865 -0.2848
H -3.9026 -1.3014 4.6023
H -1.3957 -4.7018 -3.3586
H -5.2423 1.9918 -1.3858
H -0.7428 0.5986 -6.7838
H -1.3470 -0.7565 -5.9083
```

multiplicity = 3
E = -10587.79199 hartree
max |F| = 6.413 eV/A
LUMO (spin up / spin down) = -0.308 / -0.313 Ha
<S²> = 2.137
charge = +2